Entry from OMol25: 2 unconnected molecules or ions with the total composition C2H2N2O (wB97M-V/def2-TZVPD).

Structure (XYZ):
```
7
Properties=species:S:1:pos:R:3:mulliken_charge:R:1
H -0.2105 -2.2670 2.9237 0.278
C -0.0040 0.5892 -1.3244 -0.177
C -0.0090 -1.4997 2.2269 -0.004
O -0.1357 2.4215 -2.7556 -0.635
N 0.2005 -0.6854 1.4617 -0.345
N -0.0220 1.5397 -1.9787 0.508
H 0.1806 -0.0984 -0.5537 0.375
```

For the lowest unoccupied orbital energy, the calculation gives 0.683 eV. As for the spin multiplicity: 1. The total charge is 0. As for the SMILES: C#[N+][O-].C#N. Its HOMO-LUMO gap is 10.31 eV. As for the HOMO energy: -9.62 eV.